No. 1
ORCA calculation (ωB97M-V/def2-TZVPD) on 9 unconnected molecules or ions with the total composition C39H102N6O12 in a non-equilibrium geometry.

Geometry as XYZ:
```
159
Properties=species:S:1:pos:R:3:lowdin_charge:R:1
C -7.4689 1.2442 -0.7796 -0.11
O -6.8024 0.8476 0.4302 -0.22
C -5.3600 1.2476 0.4103 -0.17
C -4.8109 0.6443 1.6685 -0.44
C -3.3159 0.9082 1.8462 -0.05
N -5.0217 -0.8004 1.6134 0.04
H -7.3436 2.3135 -0.9497 0.08
H -8.5295 0.9926 -0.7764 0.08
H -6.9931 0.6884 -1.5876 0.08
H -4.8227 0.9266 -0.4821 0.12
H -5.3173 2.3367 0.3930 0.12
H -5.4254 1.0218 2.4858 0.14
H -3.0845 1.9669 1.9630 0.07
H -2.7379 0.5964 0.9763 0.07
H -3.0637 0.3283 2.7341 0.08
H -4.6786 -1.2559 0.7798 0.06
H -5.9907 -1.0224 1.4348 0.07
C -0.2416 2.1560 0.1228 -0.13
O -0.2248 0.8512 -0.3716 -0.18
C 0.5329 0.0018 0.4828 -0.18
C 0.4026 -1.4223 -0.0580 -0.43
C 0.8271 -2.5608 0.8901 -0.04
N 1.1189 -1.5531 -1.2735 0.06
H -0.8085 2.2601 1.0479 0.08
H -0.7266 2.7602 -0.6438 0.09
H 0.7281 2.6422 0.2302 0.06
H 1.5618 0.3604 0.4525 0.11
H 0.1719 0.1088 1.5057 0.13
H -0.6518 -1.5000 -0.3231 0.13
H 0.1926 -2.6127 1.7749 0.06
H 1.8045 -2.3813 1.3379 0.08
H 0.7644 -3.5119 0.3612 0.07
H 0.7948 -0.8136 -1.8804 0.04
H 2.0023 -1.1486 -0.9976 0.03
C 0.4015 4.9937 -4.1283 -0.10
O 1.1924 4.5769 -3.0380 -0.19
C 0.9439 5.1930 -1.7942 -0.20
C 0.7773 6.7220 -1.7553 -0.43
C 2.0410 7.5071 -1.9906 -0.08
N 0.4210 7.1967 -0.4285 0.03
H -0.6567 5.0676 -3.8773 0.09
H 0.3974 4.2681 -4.9417 0.08
H 0.7209 6.0031 -4.3875 0.08
H 0.0145 4.8128 -1.3702 0.11
H 1.7226 4.8412 -1.1175 0.12
H 0.0123 7.0935 -2.4371 0.13
H 1.9094 8.5801 -1.8508 0.07
H 2.3309 7.4238 -3.0380 0.07
H 2.8472 7.1994 -1.3247 0.08
H 1.0748 6.9062 0.2844 0.03
H 0.4326 8.2064 -0.4058 0.06
C 1.9297 2.9197 2.9733 -0.08
O 2.0745 4.3274 2.9865 -0.19
C 0.9236 5.0762 2.8801 -0.24
C 1.1481 6.5804 3.1666 -0.20
N 1.9333 7.2549 2.1750 -0.10
C 2.0448 8.7118 2.3776 -0.17
C 3.0472 9.3824 1.3806 -0.21
O 3.7484 10.4271 2.0418 -0.21
C 4.6976 11.1574 1.2346 -0.08
H 1.8181 2.5001 1.9735 0.05
H 1.0944 2.6107 3.6017 0.09
H 2.8876 2.6338 3.4077 0.10
H 0.0839 4.7433 3.4903 0.12
H 0.6049 4.9096 1.8512 0.11
H 1.5339 6.7822 4.1658 0.12
H 0.1549 7.0269 3.1180 0.12
H 2.8488 6.8411 2.0720 0.12
H 2.3970 8.9167 3.3886 0.11
H 1.0939 9.2286 2.2483 0.12
H 2.4894 9.7989 0.5418 0.11
H 3.7388 8.6375 0.9871 0.11
H 5.2285 11.9104 1.8169 0.09
H 4.1441 11.7604 0.5148 0.08
H 5.3223 10.4464 0.6941 0.08
C 1.4926 -5.4068 3.5110 -0.13
O 0.1712 -4.9594 3.6172 -0.20
C -0.2630 -4.8526 4.9775 -0.22
C -1.7504 -4.7687 5.1286 -0.21
N -2.1771 -3.4540 4.7057 -0.06
C -3.5415 -3.0766 5.0159 -0.20
C -3.6909 -2.7907 6.5252 -0.19
O -3.7385 -4.0005 7.3403 -0.20
C -4.0494 -3.6447 8.6760 -0.12
H 1.6766 -6.4071 3.9029 0.09
H 2.2290 -4.8114 4.0507 0.08
H 1.7688 -5.2410 2.4697 0.08
H 0.2648 -3.9930 5.3908 0.13
H 0.0058 -5.7424 5.5468 0.12
H -1.8614 -4.9349 6.2002 0.12
H -2.2604 -5.5516 4.5673 0.13
H -1.8895 -3.4215 3.7381 0.09
H -4.2869 -3.8277 4.7546 0.10
H -3.7829 -2.1961 4.4204 0.11
H -4.5857 -2.1855 6.6698 0.11
H -2.8967 -2.1392 6.8898 0.12
H -4.1738 -4.5021 9.3374 0.08
H -5.0314 -3.1750 8.7332 0.08
H -3.2086 -3.0761 9.0733 0.09
C 1.4811 -10.1634 -3.2860 -0.10
O 1.9943 -9.2991 -4.2693 -0.20
C 1.5858 -7.9480 -4.2664 -0.22
C 1.9619 -7.1606 -5.5678 -0.15
N 1.1789 -5.8864 -5.7975 -0.07
C 0.9591 -5.0198 -4.6637 -0.21
C 2.2329 -4.2749 -4.1795 -0.19
O 3.0257 -4.9173 -3.1837 -0.18
C 2.4013 -4.8660 -1.9591 -0.16
H 0.3971 -10.2238 -3.3830 0.09
H 1.7675 -9.7002 -2.3418 0.08
H 1.9820 -11.1260 -3.3895 0.09
H 1.9871 -7.4324 -3.3940 0.10
H 0.5252 -7.7924 -4.0689 0.11
H 1.9311 -7.7437 -6.4883 0.11
H 3.0211 -6.9183 -5.4814 0.10
H 1.6899 -5.4442 -6.5481 0.10
H 0.4753 -5.5713 -3.8576 0.10
H 0.2217 -4.2777 -4.9698 0.11
H 2.0634 -3.2278 -3.9286 0.10
H 2.9612 -4.1637 -4.9828 0.12
H 2.1459 -3.9073 -1.5076 0.05
H 3.1075 -5.2560 -1.2262 0.09
H 1.4808 -5.4496 -1.9733 0.08
C 5.4453 1.3740 -1.0750 -0.04
C 3.9163 1.1180 -0.9874 -0.43
C 3.0750 1.9942 -1.9571 -0.04
O 3.5623 -0.2719 -1.1534 -0.07
H 5.7944 1.1474 -2.0824 0.08
H 6.0315 0.7911 -0.3645 0.08
H 5.6973 2.4104 -0.8504 0.08
H 3.5501 1.3783 0.0056 0.11
H 3.3862 1.8998 -2.9975 0.08
H 3.0335 3.0360 -1.6390 0.06
H 2.0193 1.7281 -2.0090 0.06
H 4.2474 -0.5559 -1.7630 0.09
C 1.4410 1.4728 -5.9389 -0.05
C 0.5302 0.2840 -5.7321 -0.47
C -0.0849 0.1098 -4.2985 -0.02
O -0.4910 0.3793 -6.6966 -0.05
H 2.4698 1.1783 -6.1464 0.07
H 1.4656 2.1386 -5.0762 0.05
H 1.2310 2.0996 -6.8056 0.08
H 1.1481 -0.5913 -5.9321 0.12
H 0.4877 -0.5455 -3.6421 0.04
H -1.0792 -0.3368 -4.3074 0.08
H -0.2645 1.0492 -3.7757 0.07
H -0.8149 -0.5212 -6.7730 0.09
C -2.5999 -3.8723 0.4064 -0.05
C -3.6209 -4.9710 0.6222 -0.49
C -4.5738 -4.5742 1.7315 -0.05
O -4.4342 -5.2053 -0.5215 -0.05
H -2.9809 -2.8512 0.3856 0.07
H -2.0913 -4.0989 -0.5306 0.08
H -1.9086 -3.8154 1.2473 0.06
H -3.1256 -5.9297 0.7760 0.14
H -5.1742 -3.7192 1.4208 0.07
H -4.0040 -4.2090 2.5859 0.05
H -5.2286 -5.4000 2.0098 0.09
H -4.1061 -5.9885 -0.9694 0.08
```

The value obtained for the gap between HOMO and LUMO is 8.9 eV. The calculation puts the LUMO energy at 0.0183 hartree. Its SMILES is COC[C@H](C)N.COC[C@H](C)N.COC[C@H](C)N.COCCNCCOC.COCCNCCOC.COCCNCCOC.CC(C)O.CC(C)O.CC(C)O.



No. 2
ORCA calculation (ωB97M-V/def2-TZVPD) on a molecular structure, C24H31N3O2 in a non-equilibrium geometry.

Geometry as XYZ:
```
60
Properties=species:S:1:pos:R:3:lowdin_charge:R:1
C -1.2575 -5.7619 2.3630 -0.03
C -1.9314 -5.3802 1.0808 -0.26
O -1.0479 -4.4091 0.5680 -0.12
C -1.4348 -3.7765 -0.7603 -0.06
C -2.6208 -3.9803 -1.5307 -0.07
C -3.0368 -3.2676 -2.5896 -0.17
C -2.2050 -2.4225 -3.2356 0.04
C -0.6708 -2.3911 -2.6417 0.08
C -0.3623 -2.9055 -1.3985 -0.23
C 0.8695 -2.7334 -0.8034 -0.10
N 1.2315 -1.3542 0.0220 -0.04
C 1.4372 -0.2136 -1.0198 -0.15
H 1.8828 -0.6274 -2.1352 0.19
C 2.0219 0.8247 -0.2314 -0.37
N 1.4243 1.1692 0.8221 -0.16
C 1.1194 0.1405 1.7704 -0.08
H 0.5903 0.3171 2.5522 0.03
C 0.3338 -0.9982 1.0211 -0.45
C -0.9693 -0.6999 0.9064 -0.26
H -1.0900 0.5591 0.7273 0.20
C -1.8276 -0.8349 2.0015 -0.38
O -2.3840 -2.0430 2.2828 -0.12
H -1.6062 -2.7408 1.9387 0.15
H -2.9487 -0.1563 2.1023 0.20
H -1.1073 -0.6433 3.0208 0.17
H -1.4862 -1.1546 -0.0154 0.16
H 0.3345 -1.9561 1.5024 0.15
H 2.2999 -0.4198 2.1446 0.21
C 1.8565 2.4389 1.5682 -0.08
C 1.7137 3.5551 0.7337 -0.21
C 2.7902 4.5045 0.5056 0.15
C 2.1374 5.4890 -0.4610 -0.20
C 2.4005 6.6614 -0.9512 -0.06
C 1.4475 7.4002 -1.8617 -0.10
C 0.1456 6.9426 -1.9361 -0.08
C -0.2004 5.6881 -1.0772 0.01
C 0.8414 4.9533 -0.5965 -0.23
N 0.3717 3.9440 0.2947 0.20
H -0.2051 3.2857 0.2675 0.04
H -1.2450 5.4955 -1.2384 0.09
H -0.7316 7.4525 -2.4612 0.11
H 1.6161 8.5016 -2.0629 0.11
H 3.4061 7.1622 -0.9267 0.12
H 3.6634 4.6416 0.6140 -0.01
H 1.5481 2.5427 2.5376 0.10
H 2.9494 2.0035 1.7191 0.17
H 1.9850 1.6637 -1.0439 0.19
H 2.9143 0.3893 -0.2090 0.09
H 0.4280 0.0424 -1.3725 0.10
H 1.6786 -2.7034 -1.4616 0.09
H 1.1066 -3.4887 0.0454 0.16
H 0.0075 -1.8289 -3.1079 0.04
H -2.2122 -2.3336 -4.1124 -0.04
H -4.0862 -3.5332 -2.9953 0.14
H -3.5791 -4.5990 -0.8221 0.20
H -2.1975 -6.0403 0.5479 0.02
H -2.8138 -4.7966 1.2718 0.12
H -1.7675 -6.4451 2.8027 0.00
H -0.1715 -6.1448 2.1610 0.14
H -1.3561 -4.9842 3.1635 0.10
```

The value obtained for the gap between HOMO and LUMO is 8.4 eV. The calculation puts the LUMO energy at 0.0188 hartree.



No. 3
ORCA calculation (ωB97M-V/def2-TZVPD) on a molecular structure, C36H28N5O8P2RhSSe2.

Geometry as XYZ:
```
83
Properties=species:S:1:pos:R:3:lowdin_charge:R:1
Rh 0.3685 2.0726 2.2492 1.16
Se 1.6992 -3.3055 -2.9242 0.25
P 0.1648 -2.8216 -1.5380 0.55
C -0.2838 -4.2938 -0.5614 -0.35
C 0.7382 -5.0811 -0.0379 -0.11
C 0.4369 -6.1993 0.7185 -0.09
C -0.8883 -6.5494 0.9502 -0.10
C -1.9080 -5.7709 0.4288 -0.09
C -1.6070 -4.6404 -0.3222 -0.07
C -1.3806 -2.3358 -2.3625 -0.37
C -1.7655 -3.0345 -3.5064 -0.12
C -2.9168 -2.6768 -4.1848 -0.10
C -3.6783 -1.5991 -3.7411 -0.09
C -3.3009 -0.9041 -2.6046 -0.06
C -2.1628 -1.2825 -1.9013 -0.06
C 0.4919 -1.5926 -0.2947 -0.43
C 0.6137 -0.2045 -0.2877 -0.40
N 0.6390 0.1567 1.0072 -0.07
N 0.5529 -0.9450 1.7567 -0.02
N 0.4342 -1.9986 1.0015 0.01
P 0.7991 1.1374 -1.4966 0.62
Se 1.8341 2.9490 -0.8080 0.77
C -0.0341 1.0768 -3.1349 -0.28
C -0.9181 2.0867 -3.5082 -0.06
C -1.5300 2.0530 -4.7521 -0.08
C -1.2947 0.9977 -5.6229 -0.10
C -0.4257 -0.0164 -5.2506 -0.08
C 0.2153 0.0341 -4.0207 -0.11
C 2.5169 0.5987 -2.1187 -0.41
C 3.3701 -0.1318 -1.2889 -0.10
C 4.6694 -0.4283 -1.6749 -0.09
C 5.1526 0.0098 -2.8977 -0.11
C 4.3310 0.7677 -3.7225 -0.10
C 3.0362 1.0658 -3.3302 -0.13
H 1.7676 -4.8084 -0.2309 0.08
H 1.2369 -6.7991 1.1341 0.10
H -1.1224 -7.4248 1.5441 0.09
H -2.9429 -6.0326 0.6112 0.10
H -2.4075 -4.0250 -0.7121 0.10
H -1.1349 -3.8354 -3.8741 0.08
H -3.2082 -3.2192 -5.0763 0.09
H -4.5599 -1.2952 -4.2927 0.10
H -3.8701 -0.0489 -2.2627 0.11
H -1.8799 -0.7206 -1.0209 0.11
H -1.1517 2.8899 -2.8236 0.10
H -2.2116 2.8482 -5.0283 0.10
H -1.7947 0.9627 -6.5842 0.09
H -0.2383 -0.8563 -5.9083 0.10
H 0.9034 -0.7596 -3.7586 0.03
H 3.0224 -0.4733 -0.3223 0.11
H 5.3016 -1.0067 -1.0128 0.10
H 6.1641 -0.2295 -3.2040 0.09
H 4.7006 1.1332 -4.6736 0.09
H 2.4193 1.6758 -3.9784 0.10
O 2.8430 5.2771 3.4274 0.01
C 1.9416 4.4751 3.1957 -0.61
O 1.9833 3.4742 2.4113 -0.18
C 0.6035 4.6866 3.8956 -0.17
C 0.4099 5.7356 4.7819 -0.02
C -0.8327 5.8840 5.3709 -0.08
C -1.8378 4.9826 5.0508 -0.07
C -1.5628 3.9593 4.1578 -0.11
N -0.3617 3.8208 3.6010 0.06
H 1.2394 6.4007 4.9754 0.11
H -1.0210 6.6922 6.0683 0.09
H -2.8241 5.0644 5.4883 0.09
H -2.2916 3.2089 3.8842 0.10
O -2.6981 3.1938 -0.7349 -0.32
S -1.4795 2.8360 -0.0464 0.29
O -0.8587 1.6453 -0.8292 -0.54
O -0.4673 3.8992 -0.0342 -0.48
O -1.7121 2.3163 1.3179 -0.41
O 2.4925 0.3175 4.1385 0.02
C 1.3383 0.1150 4.4563 -0.56
C 0.8891 -1.0827 5.2958 -0.11
C -0.5994 -0.8507 5.4853 -0.11
C -0.8806 0.4168 4.6693 -0.53
O -2.0013 0.8919 4.5599 0.00
N 0.2655 0.8959 4.1194 0.03
H 1.4660 -1.1194 6.2206 0.10
H 1.1145 -1.9784 4.7163 0.11
H -0.8961 -0.6751 6.5211 0.10
H -1.2249 -1.6522 5.0917 0.11
```

The value obtained for the gap between HOMO and LUMO (alpha / beta) is 6.8 / 7.1 eV. The calculation puts the LUMO energy (alpha / beta) at 0.1449 / 0.1331 hartree. Its spin multiplicity is 5. As for the charge: -2.



Calculated values (kJ/mol) of energy above the lowest of the compared OMol25 structures with the same formula, charge and spin for the records, taken in order: 231.4 2123.3 32.7.